1.
The following is a quantum chemistry calculation of a structure of composition C4H10NS2 at a distorted geometry, from the OMol25 dataset.

Geometry as ORCA input:
```
! wB97M-V def2-TZVPD RIJCOSX def2/J DEFGRID3
* xyz 1 1
C 2.84545 -0.80886 0.20360
C -0.57153 0.24237 1.44270
C -1.13160 -1.01193 -0.74239
C -0.52288 0.11865 -0.10906
N -0.82142 1.34387 -0.79102
S 4.18243 0.14878 0.18490
S 1.71763 0.09040 -0.69443
H 2.86921 -1.83547 0.44896
H -0.48903 1.26215 1.80496
H -1.41802 -0.12497 1.91137
H 0.26989 -0.27745 1.87836
H -1.27392 -0.82302 -1.90167
H -2.19257 -1.09568 -0.37098
H -0.67202 -1.98879 -0.36271
H -1.33802 1.78220 -0.09247
H -0.07391 1.85994 -1.16589
H -1.37969 1.11781 -1.64422
*
```

The value obtained for the largest force on an atom is 0.1053 Eh/bohr. The energy above the lowest of the compared OMol25 structures with the same formula, charge and spin comes out at 2.866 eV. Its total energy is -27460.662 eV. For the frontier orbital gap, the calculation gives 7.209 eV.

***

2.
The following is a quantum chemistry calculation of the ion C4H10NSi with charge +1 at a distorted geometry, from the OMol25 dataset.

Geometry as ORCA input:
```
! wB97M-V def2-TZVPD RIJCOSX def2/J DEFGRID3
* xyz 1 3
C -0.70719 0.53216 0.63381
C -1.25726 0.48204 2.00484
C 2.32672 -1.53397 -2.02633
C -1.07820 1.60916 -0.26958
N 1.31304 -0.87777 -1.24109
Si 0.35794 -0.96758 0.09017
H -1.70207 1.55347 2.32083
H -2.12646 -0.24915 1.92442
H -0.56973 -0.06472 2.66436
H 2.37333 -2.63577 -1.88694
H 1.98176 -1.53850 -3.10079
H 3.21290 -0.95173 -1.63543
H -0.15396 1.92286 -0.80282
H -1.64842 1.34633 -1.27727
H -1.50644 2.44081 0.32314
H -0.22343 -1.82043 1.03700
*
```

The value obtained for the largest force on an atom is 0.0951 Eh/bohr. The energy above the lowest of the compared OMol25 structures with the same formula, charge and spin comes out at 2.009 eV. Its total energy is -13665.676 eV. For the frontier orbital gap (spin up / spin down), the calculation gives 7.717 / 7.596 eV.

***

3.
The following is a quantum chemistry calculation of a structure of composition C4H10O at a distorted geometry, from the OMol25 dataset.

Geometry as ORCA input:
```
! wB97M-V def2-TZVPD RIJCOSX def2/J DEFGRID3
* xyz 0 1
C -2.22288 -0.08594 -0.13553
C -0.83401 0.33695 0.32331
C 0.28341 -0.60033 0.00155
C 1.59611 0.14431 0.06020
O 2.62292 -0.81429 -0.04639
H -2.33555 -0.91740 -0.84039
H -3.09763 0.11324 0.49270
H -1.81120 0.85450 -0.64889
H -0.52197 1.43787 -0.37351
H -0.86999 0.75543 1.32041
H 0.14187 -1.03677 -0.99814
H 0.29917 -1.43322 0.71001
H 1.63690 0.88849 -0.75347
H 1.65151 0.70597 1.00969
H 3.46135 -0.34882 -0.12155
*
```

The value obtained for the largest force on an atom is 0.0887 Eh/bohr. The energy above the lowest of the compared OMol25 structures with the same formula, charge and spin comes out at 3.283 eV. Its total energy is -6354.520 eV. For the frontier orbital gap, the calculation gives 9.839 eV.

***

4.
The following is a quantum chemistry calculation of a cluster of 2 separate species, C4H10O in total at a distorted geometry, from the OMol25 dataset.

Geometry as ORCA input:
```
! wB97M-V def2-TZVPD RIJCOSX def2/J DEFGRID3
* xyz 0 1
C -1.26099 -1.09428 -0.64301
C -1.02430 -0.49322 0.72223
C -1.77525 0.51908 1.18253
C 0.25775 -0.94726 1.36474
H -0.36926 -1.10705 -1.26787
H -1.93167 -0.43428 -1.21280
H -1.82753 -2.02493 -0.66326
H -1.35415 0.96939 2.07124
H -2.66574 0.80829 0.65058
H 0.26639 -0.80010 2.44236
H 1.13231 -0.43621 0.96141
H 0.29480 -2.02633 1.19648
H 3.22544 1.30178 -2.76476
H 2.33128 1.43617 -1.43405
O 2.99905 1.84413 -2.00506
*
```

The value obtained for the largest force on an atom is 0.0389 Eh/bohr. The energy above the lowest of the compared OMol25 structures with the same formula, charge and spin comes out at 1.103 eV. Its total energy is -6356.700 eV. For the frontier orbital gap, the calculation gives 10.026 eV. The SMILES is C=C(C)C.O.

***

5.
The following is a quantum chemistry calculation of a cluster of 2 separate species, C4H10O in total at a distorted geometry, from the OMol25 dataset.

Geometry as ORCA input:
```
! wB97M-V def2-TZVPD RIJCOSX def2/J DEFGRID3
* xyz 0 1
C 1.65682 1.60720 -1.15652
C 0.24552 2.08989 -0.82338
C -0.63033 1.08677 -0.10277
C -1.95242 1.06080 -0.14290
H 1.76576 1.50219 -2.22835
H 2.38680 2.34021 -0.79400
H 1.88041 0.73843 -0.54170
H -0.32464 2.39142 -1.71421
H 0.26296 3.03779 -0.27172
H -0.02498 0.30284 0.35018
H -2.54730 0.43211 0.49752
H -2.49390 1.76358 -0.76583
H -0.35285 -6.84751 2.41238
H -0.11027 -5.41763 2.94475
O 0.23845 -6.08809 2.33654
*
```

The value obtained for the largest force on an atom is 0.0259 Eh/bohr. The energy above the lowest of the compared OMol25 structures with the same formula, charge and spin comes out at 1.265 eV. Its total energy is -6356.538 eV. For the frontier orbital gap, the calculation gives 10.490 eV. The SMILES is C=CCC.O.

***

6.
The following is a quantum chemistry calculation of a cluster of 3 separate species, C4H10O in total, from the OMol25 dataset.

Geometry as ORCA input:
```
! wB97M-V def2-TZVPD RIJCOSX def2/J DEFGRID3
* xyz 0 1
C -0.32546 1.64620 -1.42760
C 0.83491 1.13700 -1.02894
C -0.32456 -1.19200 0.62857
C 0.91904 -1.97871 0.30732
O -0.49316 -0.61651 1.67860
H -2.56673 1.29316 0.69162
H -0.75363 1.41105 -2.39913
H -0.89827 2.31640 -0.79252
H 1.41295 0.46593 -1.66067
H 1.25134 1.36729 -0.05089
H -1.11055 -1.18173 -0.15480
H 1.16769 -1.91607 -0.75620
H 1.75082 -1.62172 0.91919
H 0.73820 -3.03415 0.54612
H -2.10655 0.86540 1.09414
*
```

The value obtained for the largest force on an atom is 0.0103 Eh/bohr. The energy above the lowest of the compared OMol25 structures with the same formula, charge and spin comes out at 2.404 eV. Its total energy is -6355.399 eV. For the frontier orbital gap, the calculation gives 10.982 eV. The SMILES is [H][H].CC=O.C=C.

***

7.
The following is a quantum chemistry calculation of a cluster of 2 separate species, C4H10O in total at a distorted geometry, from the OMol25 dataset.

Geometry as ORCA input:
```
! wB97M-V def2-TZVPD RIJCOSX def2/J DEFGRID3
* xyz 0 1
C 2.76578 -0.04643 1.18185
C 2.59534 1.29594 1.40158
H 2.04993 -0.84053 0.81568
H 3.81363 -0.51574 1.26013
H 1.87142 1.81123 1.97357
H 3.40028 1.97348 1.05916
C -1.39843 -0.86744 -0.98933
O -2.03867 -1.83074 -0.25975
C -2.20833 0.40848 -1.08849
H -0.39993 -0.74697 -0.56191
H -1.17039 -1.18847 -1.96363
H -2.02603 -1.69965 0.73386
H -2.74508 0.74321 -0.22346
H -1.54020 1.09983 -1.51697
H -2.96934 0.40381 -1.82229
*
```

The value obtained for the largest force on an atom is 0.0651 Eh/bohr. The energy above the lowest of the compared OMol25 structures with the same formula, charge and spin comes out at 3.203 eV. Its total energy is -6354.600 eV. For the frontier orbital gap, the calculation gives 9.971 eV. The SMILES is C=C.CCO.

***

8.
The following is a quantum chemistry calculation of a cluster of 2 separate species, C4H10O in total, from the OMol25 dataset.

Geometry as ORCA input:
```
! wB97M-V def2-TZVPD RIJCOSX def2/J DEFGRID3
* xyz 0 1
C -0.11255 -1.18052 -1.70538
C -0.67767 1.61167 -0.03057
C 0.30553 0.93209 0.54655
C 0.20038 0.31825 1.90662
O 0.49353 -1.41134 -0.45146
H -0.75935 -2.01512 -1.99936
H 0.62201 -0.98037 -2.49899
H -0.72871 -0.28538 -1.59274
H -0.52753 2.18495 -0.94288
H -1.67522 1.61942 0.40638
H 1.27278 0.84026 0.05293
H 0.78377 0.95314 2.58189
H -0.83794 0.31191 2.25487
H 0.59865 -0.69894 1.96488
H 1.04233 -2.20002 -0.49272
*
```

The value obtained for the largest force on an atom is 0.0087 Eh/bohr. The energy above the lowest of the compared OMol25 structures with the same formula, charge and spin comes out at 1.589 eV. Its total energy is -6356.214 eV. For the frontier orbital gap, the calculation gives 10.039 eV. The SMILES is C=CC.CO.

***

Please write out number 3 again, unchanged.
The following is a quantum chemistry calculation of a structure of composition C4H10O at a distorted geometry, from the OMol25 dataset.

Geometry as ORCA input:
```
! wB97M-V def2-TZVPD RIJCOSX def2/J DEFGRID3
* xyz 0 1
C -2.22288 -0.08594 -0.13553
C -0.83401 0.33695 0.32331
C 0.28341 -0.60033 0.00155
C 1.59611 0.14431 0.06020
O 2.62292 -0.81429 -0.04639
H -2.33555 -0.91740 -0.84039
H -3.09763 0.11324 0.49270
H -1.81120 0.85450 -0.64889
H -0.52197 1.43787 -0.37351
H -0.86999 0.75543 1.32041
H 0.14187 -1.03677 -0.99814
H 0.29917 -1.43322 0.71001
H 1.63690 0.88849 -0.75347
H 1.65151 0.70597 1.00969
H 3.46135 -0.34882 -0.12155
*
```

The value obtained for the largest force on an atom is 0.0887 Eh/bohr. The energy above the lowest of the compared OMol25 structures with the same formula, charge and spin comes out at 3.283 eV. Its total energy is -6354.520 eV. For the frontier orbital gap, the calculation gives 9.839 eV.

***

Copy entry 8 word for word.
The following is a quantum chemistry calculation of a cluster of 2 separate species, C4H10O in total, from the OMol25 dataset.

Geometry as ORCA input:
```
! wB97M-V def2-TZVPD RIJCOSX def2/J DEFGRID3
* xyz 0 1
C -0.11255 -1.18052 -1.70538
C -0.67767 1.61167 -0.03057
C 0.30553 0.93209 0.54655
C 0.20038 0.31825 1.90662
O 0.49353 -1.41134 -0.45146
H -0.75935 -2.01512 -1.99936
H 0.62201 -0.98037 -2.49899
H -0.72871 -0.28538 -1.59274
H -0.52753 2.18495 -0.94288
H -1.67522 1.61942 0.40638
H 1.27278 0.84026 0.05293
H 0.78377 0.95314 2.58189
H -0.83794 0.31191 2.25487
H 0.59865 -0.69894 1.96488
H 1.04233 -2.20002 -0.49272
*
```

The value obtained for the largest force on an atom is 0.0087 Eh/bohr. The energy above the lowest of the compared OMol25 structures with the same formula, charge and spin comes out at 1.589 eV. Its total energy is -6356.214 eV. For the frontier orbital gap, the calculation gives 10.039 eV. The SMILES is C=CC.CO.

***

Please write out number 2 again, unchanged.
The following is a quantum chemistry calculation of the ion C4H10NSi with charge +1 at a distorted geometry, from the OMol25 dataset.

Geometry as ORCA input:
```
! wB97M-V def2-TZVPD RIJCOSX def2/J DEFGRID3
* xyz 1 3
C -0.70719 0.53216 0.63381
C -1.25726 0.48204 2.00484
C 2.32672 -1.53397 -2.02633
C -1.07820 1.60916 -0.26958
N 1.31304 -0.87777 -1.24109
Si 0.35794 -0.96758 0.09017
H -1.70207 1.55347 2.32083
H -2.12646 -0.24915 1.92442
H -0.56973 -0.06472 2.66436
H 2.37333 -2.63577 -1.88694
H 1.98176 -1.53850 -3.10079
H 3.21290 -0.95173 -1.63543
H -0.15396 1.92286 -0.80282
H -1.64842 1.34633 -1.27727
H -1.50644 2.44081 0.32314
H -0.22343 -1.82043 1.03700
*
```

The value obtained for the largest force on an atom is 0.0951 Eh/bohr. The energy above the lowest of the compared OMol25 structures with the same formula, charge and spin comes out at 2.009 eV. Its total energy is -13665.676 eV. For the frontier orbital gap (spin up / spin down), the calculation gives 7.717 / 7.596 eV.